(one)
Here is one molecule with the formula C6H6N2O from OMol25. Energies are from wB97M-V/def2-TZVPD.

Structure (ORCA input):
```
! wB97M-V def2-TZVPD RIJCOSX def2/J DEFGRID3
* xyz 0 1
C -1.43099 0.51439 1.23379
C -0.10856 0.52125 0.99640
N 0.85496 0.72185 1.95390
C 0.22114 0.84936 -0.56067
O 0.49167 1.93666 -1.01457
C 0.37353 -0.46429 -1.23155
C 0.06878 -0.58911 -2.53184
C 0.48095 -1.54830 -0.29547
N 0.88459 -2.51312 0.23094
H -2.15214 0.37679 0.43533
H -1.82302 0.57918 2.24346
H 0.53577 0.64516 2.91392
H 1.73623 0.25253 1.76528
H 0.03226 -1.56723 -3.00288
H -0.16517 0.28486 -3.13605
*
```

Kohn-Sham gap in eV: 7.981
SMILES: C=C(N)C(=O)C(=C)C#N

Atomic charges from the natural (NBO) analysis, expressed in e, are listed below: atom 1 (C): -0.478, atom 2 (C): 0.074, atom 3 (N): -0.804, atom 4 (C): 0.571, atom 5 (O): -0.482, atom 6 (C): -0.278, atom 7 (C): -0.204, atom 8 (C): 0.250, atom 9 (N): -0.273, atom 10 (H): 0.207, atom 11 (H): 0.199, atom 12 (H): 0.387, atom 13 (H): 0.387, atom 14 (H): 0.216, atom 15 (H): 0.228

(two)
Here is a 2-piece molecular cluster, C6H6N2O overall from OMol25. Energies are from wB97M-V/def2-TZVPD.

Structure (ORCA input):
```
! wB97M-V def2-TZVPD RIJCOSX def2/J DEFGRID3
* xyz 0 1
C -0.81371 1.47874 -0.69299
C -1.65711 2.30822 0.03113
C -0.49589 0.43493 0.20008
C 1.93908 -2.29149 -0.62064
C 1.10816 -1.26818 -0.88549
C 0.34777 -0.65217 0.10749
N -1.86816 1.82684 1.25732
N -1.17118 0.72703 1.34639
O 0.75581 -1.29572 1.90468
H -0.45465 1.61311 -1.69185
H -2.11572 3.22730 -0.27643
H 2.54529 -2.76039 -1.37552
H 2.00028 -2.64093 0.39915
H 0.99453 -0.86932 -1.88953
H -1.11449 0.16201 2.18620
*
```

Kohn-Sham gap (alpha / beta) in eV: 6.189 / 7.044

Atomic charges from the natural (NBO) analysis, expressed in e, are listed below: atom 1 (C): -0.221, atom 2 (C): -0.083, atom 3 (C): -0.067, atom 4 (C): -0.137, atom 5 (C): -0.385, atom 6 (C): 0.454, atom 7 (N): -0.167, atom 8 (N): -0.232, atom 9 (O): -0.740, atom 10 (H): 0.234, atom 11 (H): 0.220, atom 12 (H): 0.197, atom 13 (H): 0.251, atom 14 (H): 0.215, atom 15 (H): 0.461

Stability, lowest: (two)

(one)
Here is one molecule with the formula C2H5Br from OMol25. Energies are from wB97M-V/def2-TZVPD.

Structure (ORCA input):
```
! wB97M-V def2-TZVPD RIJCOSX def2/J DEFGRID3
* xyz 0 1
C -0.33123 0.53320 0.11764
C 0.35574 -0.73516 -0.56904
Br -0.16566 -1.05599 -2.40367
H 0.23852 1.40199 -0.18630
H -1.48463 0.59960 -0.10466
H -0.20322 0.45069 1.13354
H 0.07330 -1.53683 0.08690
H 1.52077 -0.80287 -0.31429
*
```

Kohn-Sham gap in eV: 11.141
SMILES: CCBr

Atomic charges from the natural (NBO) analysis, expressed in e, are listed below: atom 1 (C): -0.609, atom 2 (C): -0.471, atom 3 (Br): 0.015, atom 4 (H): 0.210, atom 5 (H): 0.219, atom 6 (H): 0.206, atom 7 (H): 0.206, atom 8 (H): 0.224

(two)
Here is a 2-piece molecular cluster, C2H5Br overall from OMol25. Energies are from wB97M-V/def2-TZVPD.

Structure (ORCA input):
```
! wB97M-V def2-TZVPD RIJCOSX def2/J DEFGRID3
* xyz 0 1
C 0.71671 0.25784 0.33330
C -1.13790 0.00995 -0.66284
Br -1.64064 1.67244 -1.42576
H 0.46007 0.79013 1.16115
H 1.11432 -0.70919 0.46606
H 1.39931 0.65609 -0.50447
H -1.43080 -0.27072 0.28745
H -0.94639 -0.69069 -1.40195
*
```

Kohn-Sham gap in eV: 10.051

Atomic charges from the natural (NBO) analysis, expressed in e, are listed below: atom 1 (C): -0.572, atom 2 (C): -0.461, atom 3 (Br): 0.036, atom 4 (H): 0.190, atom 5 (H): 0.190, atom 6 (H): 0.210, atom 7 (H): 0.210, atom 8 (H): 0.199

Stability, lowest: (two)

(one)
Here is one molecule with the formula C2H2Cl2 from OMol25. Energies are from wB97M-V/def2-TZVPD.

Structure (ORCA input):
```
! wB97M-V def2-TZVPD RIJCOSX def2/J DEFGRID3
* xyz 0 1
C 0.06320 0.71475 -0.09218
C -0.05820 -0.54785 0.01146
Cl -1.60001 -1.44396 -0.03432
Cl 1.36910 -1.56974 -0.03038
H 0.93790 1.48274 0.01570
H -0.71199 1.36406 0.12973
*
```

Kohn-Sham gap in eV: 10.907
SMILES: C=C(Cl)Cl

Atomic charges from the natural (NBO) analysis, expressed in e, are listed below: atom 1 (C): -0.451, atom 2 (C): -0.045, atom 3 (Cl): 0.018, atom 4 (Cl): 0.014, atom 5 (H): 0.243, atom 6 (H): 0.221

(two)
Here is one molecule with the formula C2H2Cl2 from OMol25. Energies are from wB97M-V/def2-TZVPD.

Structure (ORCA input):
```
! wB97M-V def2-TZVPD RIJCOSX def2/J DEFGRID3
* xyz 0 1
C 0.28145 0.57578 -0.46075
C -0.18862 -0.38756 0.31083
Cl -1.20845 -0.09291 1.66410
Cl 0.16041 -2.05176 0.05240
H 0.91541 0.35172 -1.29877
H 0.03980 1.60474 -0.26780
*
```

Kohn-Sham gap in eV: 10.675
SMILES: C=C(Cl)Cl

Atomic charges from the natural (NBO) analysis, expressed in e, are listed below: atom 1 (C): -0.423, atom 2 (C): -0.102, atom 3 (Cl): 0.039, atom 4 (Cl): 0.039, atom 5 (H): 0.223, atom 6 (H): 0.223

Stability, lowest: (one)

(one)
Here is a 7-piece molecular cluster, C7H28O7 overall from OMol25. Energies are from wB97M-V/def2-TZVPD.

Structure (ORCA input):
```
! wB97M-V def2-TZVPD RIJCOSX def2/J DEFGRID3
* xyz 0 1
C 12.26631 -9.40132 4.37524
O 12.56700 -10.31283 3.32214
H 11.92397 -8.48874 3.88729
H 11.56362 -9.88130 5.05638
H 13.13529 -9.10286 4.96166
H 11.76172 -10.75097 3.03724
C 17.53634 -10.15904 0.23876
O 17.20772 -9.96761 1.59879
H 18.59351 -10.34989 0.05416
H 17.12823 -11.12263 -0.06624
H 17.22069 -9.37581 -0.45046
H 16.27066 -10.16629 1.66242
C 15.24067 -4.38960 8.08748
O 13.91987 -4.31215 8.58501
H 15.86201 -3.76990 8.73403
H 15.62892 -5.36837 8.36920
H 15.17303 -4.22704 7.01180
H 13.58865 -3.41918 8.46461
C 13.87967 -16.13407 -0.42056
O 14.84788 -16.08864 -1.38818
H 13.58301 -15.17062 -0.00602
H 12.98629 -16.67606 -0.73079
H 14.38657 -16.64374 0.39882
H 14.56318 -15.44859 -2.04459
C 8.78666 -14.17879 2.04632
O 8.88167 -12.87832 1.55467
H 7.98649 -14.29391 2.77748
H 8.62709 -14.91875 1.26204
H 9.71234 -14.36730 2.59009
H 8.09324 -12.65536 1.05439
C 8.88327 -4.16262 5.21376
O 8.61174 -3.43063 4.04635
H 8.15566 -4.95597 5.38480
H 9.85759 -4.63845 5.10242
H 8.90174 -3.43417 6.02439
H 9.38815 -2.91503 3.81626
C 14.52714 -13.17486 9.26245
O 15.90448 -12.94278 9.66347
H 14.33092 -14.17068 8.86502
H 13.83570 -13.04423 10.09488
H 14.13701 -12.47024 8.52799
H 16.43880 -13.51486 9.10775
*
```

Kohn-Sham gap in eV: 10.735
SMILES: CO.CO.CO.CO.CO.CO.CO

Atomic charges from the natural (NBO) analysis, expressed in e, are listed below: atom 1 (C): -0.249, atom 2 (O): -0.737, atom 3 (H): 0.166, atom 4 (H): 0.168, atom 5 (H): 0.182, atom 6 (H): 0.471, atom 7 (C): -0.254, atom 8 (O): -0.715, atom 9 (H): 0.179, atom 10 (H): 0.160, atom 11 (H): 0.161, atom 12 (H): 0.469, atom 13 (C): -0.258, atom 14 (O): -0.729, atom 15 (H): 0.169, atom 16 (H): 0.184, atom 17 (H): 0.174, atom 18 (H): 0.460, atom 19 (C): -0.243, atom 20 (O): -0.706, atom 21 (H): 0.157, atom 22 (H): 0.154, atom 23 (H): 0.178, atom 24 (H): 0.460, atom 25 (C): -0.243, atom 26 (O): -0.721, atom 27 (H): 0.157, atom 28 (H): 0.161, atom 29 (H): 0.181, atom 30 (H): 0.466, atom 31 (C): -0.243, atom 32 (O): -0.725, atom 33 (H): 0.183, atom 34 (H): 0.160, atom 35 (H): 0.162, atom 36 (H): 0.463, atom 37 (C): -0.260, atom 38 (O): -0.717, atom 39 (H): 0.167, atom 40 (H): 0.178, atom 41 (H): 0.165, atom 42 (H): 0.466

(two)
Here is a 7-piece molecular cluster, C7H28O7 overall from OMol25. Energies are from wB97M-V/def2-TZVPD.

Structure (ORCA input):
```
! wB97M-V def2-TZVPD RIJCOSX def2/J DEFGRID3
* xyz 0 1
C -2.41878 6.09308 -2.03722
O -3.54862 6.85379 -2.35917
H -1.50310 6.63759 -2.26773
H -2.39665 5.71210 -1.01621
H -2.33855 5.27855 -2.75709
H -3.46444 7.60812 -1.77137
C 0.28562 -1.39991 0.09988
O -0.14427 -0.21864 0.77950
H 0.03197 -2.37490 0.51600
H 0.16012 -1.42837 -0.98250
H 1.36521 -1.45510 0.23972
H -0.99611 0.02813 0.41197
C 5.61348 -5.56649 3.62420
O 6.65772 -5.99656 4.46255
H 5.05519 -6.38782 3.17493
H 4.96046 -4.94488 4.23678
H 6.01613 -5.02849 2.76598
H 7.09490 -5.20599 4.78731
C 5.54006 -6.40507 -2.78048
O 5.07023 -5.06868 -2.83278
H 5.66813 -6.90171 -3.74227
H 6.40341 -6.39921 -2.11513
H 4.81219 -6.89240 -2.13178
H 5.59345 -4.61278 -3.49609
C 3.37550 1.91147 -3.11920
O 3.11461 2.51023 -1.82598
H 2.51238 1.65774 -3.73462
H 4.02089 2.63931 -3.61095
H 3.99634 1.02884 -2.96553
H 2.49112 1.97988 -1.32440
C -7.00860 0.67610 -1.06059
O -5.59280 0.55281 -1.25426
H -7.31491 1.03792 -0.07908
H -7.49186 1.29947 -1.81291
H -7.37885 -0.34731 -1.12105
H -5.29364 0.35461 -2.14466
C -5.17895 3.61028 4.84382
O -6.47799 3.74270 5.32192
H -4.75222 2.73994 5.34233
H -5.04289 3.69756 3.76588
H -4.65562 4.51314 5.15858
H -6.84036 4.47079 4.81184
*
```

Kohn-Sham gap in eV: 10.451
SMILES: CO.CO.CO.CO.CO.CO.CO

Atomic charges from the natural (NBO) analysis, expressed in e, are listed below: atom 1 (C): -0.255, atom 2 (O): -0.706, atom 3 (H): 0.159, atom 4 (H): 0.163, atom 5 (H): 0.179, atom 6 (H): 0.459, atom 7 (C): -0.268, atom 8 (O): -0.713, atom 9 (H): 0.169, atom 10 (H): 0.168, atom 11 (H): 0.177, atom 12 (H): 0.468, atom 13 (C): -0.247, atom 14 (O): -0.720, atom 15 (H): 0.182, atom 16 (H): 0.163, atom 17 (H): 0.159, atom 18 (H): 0.462, atom 19 (C): -0.260, atom 20 (O): -0.720, atom 21 (H): 0.173, atom 22 (H): 0.166, atom 23 (H): 0.182, atom 24 (H): 0.460, atom 25 (C): -0.253, atom 26 (O): -0.729, atom 27 (H): 0.168, atom 28 (H): 0.184, atom 29 (H): 0.163, atom 30 (H): 0.467, atom 31 (C): -0.245, atom 32 (O): -0.747, atom 33 (H): 0.187, atom 34 (H): 0.167, atom 35 (H): 0.164, atom 36 (H): 0.474, atom 37 (C): -0.249, atom 38 (O): -0.708, atom 39 (H): 0.187, atom 40 (H): 0.162, atom 41 (H): 0.150, atom 42 (H): 0.458

Stability, lowest: (two)